No. 1
A 6-piece molecular cluster, C15H42O6 overall at a distorted geometry. Source: the Open Molecules 2025 dataset; level of theory: the ωB97M-V functional and the def2-TZVPD basis.

DFT total energy = -28510.376 eV
ΔE to the lowest compared entry with this formula, charge and spin = 0.00 kcal per mole
LUMO level (spin up / spin down) = -2.561 / -9.373 eV
HOMO-LUMO gap (spin up / spin down) = 9.5 / 2.7 eV
spin multiplicity = 2
total charge = +1

CARTESIAN COORDINATES (ANGSTROEM)
O 13.265 -6.393 20.700
O 13.981 -5.610 12.741
O 16.550 -9.312 21.816
O 22.009 -8.519 20.446
O 16.782 -4.571 20.014
O 16.116 -7.483 19.814
C 10.998 -7.085 20.199
C 15.690 -8.159 18.665
C 12.198 -6.327 19.739
C 23.570 -7.450 18.938
C 21.141 -7.577 18.500
C 14.379 -6.413 13.836
C 15.334 -7.197 17.561
C 13.860 -7.801 13.643
C 16.322 -11.477 22.729
C 11.941 -4.827 19.536
C 15.805 -10.081 22.702
C 16.821 -9.168 18.192
C 15.927 -6.337 13.844
C 14.401 -9.988 22.218
C 22.349 -8.296 19.073
H 12.794 -7.818 13.869
H 14.791 -7.797 16.831
H 14.677 -6.385 17.873
H 17.254 -4.437 19.192
H 10.682 -6.729 21.179
H 16.356 -6.964 14.626
H 16.449 -9.878 17.453
H 12.605 -6.748 18.820
H 11.475 -4.631 18.571
H 23.721 -6.799 19.799
H 14.057 -8.107 12.616
H 15.917 -9.730 23.728
H 16.465 -6.634 12.944
H 20.326 -8.226 18.180
H 13.988 -8.981 22.173
H 16.286 -6.809 17.197
H 11.339 -8.115 20.301
H 17.087 -9.891 18.964
H 20.825 -6.862 19.261
H 16.253 -5.344 14.152
H 10.055 -7.116 19.652
H 13.036 -5.541 12.584
H 13.772 -10.695 22.760
H 24.438 -8.107 18.996
H 17.329 -11.497 23.144
H 11.261 -4.449 20.299
H 14.727 -8.599 18.925
H 14.406 -10.352 21.191
H 22.522 -9.232 18.542
H 16.360 -8.205 20.398
H 14.377 -8.548 14.245
H 12.827 -4.202 19.650
H 15.749 -12.168 23.346
H 22.756 -9.075 20.679
H 17.294 -9.018 22.347
H 17.736 -8.698 17.831
H 16.448 -11.784 21.690
H 14.022 -5.972 14.766
H 23.549 -6.832 18.040
H 16.739 -5.522 20.114
H 21.459 -7.026 17.615
H 14.114 -6.546 20.278

---

No. 2
C15H43AlNO17P4 as an isolated structure at a distorted geometry. Source: the Open Molecules 2025 dataset; level of theory: the ωB97M-V functional and the def2-TZVPD basis.

DFT total energy = -96274.819 eV
ΔE to the lowest compared entry with this formula, charge and spin = 122.39 kcal per mole
LUMO level = -14.321 eV
HOMO-LUMO gap = 1.2 eV
total charge = +3

CARTESIAN COORDINATES (ANGSTROEM)
P -3.753 -4.615 -0.976
P 7.015 -0.499 -4.032
P -2.705 0.120 5.238
P -4.268 2.408 -1.947
Al 1.596 -0.322 -0.157
O 5.576 -0.675 -3.526
O -5.046 2.309 -0.519
O -4.684 -4.223 -2.284
O -2.413 -1.247 6.000
O -3.033 1.529 -2.018
O 7.356 -0.601 -5.628
O -1.981 1.294 6.169
O 5.536 3.225 0.706
O -4.688 -4.436 0.267
O -2.145 0.082 3.844
O 7.998 -1.621 -3.321
O -4.064 3.984 -2.186
O -5.438 2.038 -2.996
O -2.474 -3.947 -0.760
O 7.770 0.909 -3.659
O -4.340 0.323 5.480
O -3.807 -6.236 -1.185
N 7.137 4.695 1.603
C 9.168 0.901 -3.830
C 7.669 -2.981 -3.325
C 6.797 4.567 3.007
C -5.091 1.759 -4.406
C -4.979 1.590 5.735
C 6.497 -1.081 -6.605
C -3.068 -6.872 -2.216
C -5.855 1.228 -0.327
C -5.138 4.957 -2.042
C -3.020 -1.681 7.220
C -4.496 -5.282 1.397
C 6.356 4.179 0.648
C -2.316 1.697 7.486
C 8.161 5.738 1.381
C -5.852 -4.887 -2.616
H -5.359 5.612 -2.885
H -5.358 0.712 0.494
H 7.292 -3.122 -2.312
H -5.613 0.841 -4.675
H -4.902 5.650 -1.234
H -2.588 -6.159 -2.885
H 7.140 -1.554 -7.347
H 6.578 4.612 -0.340
H 9.071 5.322 1.814
H -5.501 -5.650 -3.311
H -3.715 -7.560 -2.760
H -2.386 -1.382 8.054
H -6.042 4.492 -1.648
H 9.605 0.035 -4.327
H 8.321 6.069 0.355
H 5.640 -1.695 -6.329
H 8.558 -3.611 -3.324
H -4.032 1.504 -4.460
H -4.295 2.438 5.763
H 6.036 -0.325 -7.241
H -5.363 1.556 6.755
H -6.630 -4.266 -3.060
H -1.520 1.477 8.197
H -3.233 1.221 7.833
H 6.890 -3.348 -3.994
H -5.832 0.424 -1.062
H 9.535 0.921 -2.804
H 7.771 4.653 3.489
H -4.196 -4.780 2.317
H 9.369 1.833 -4.359
H -2.508 2.767 7.400
H -5.792 1.790 5.037
H -6.925 1.424 -0.258
H -3.996 -1.208 7.324
H -3.050 -2.770 7.262
H 8.027 6.683 1.906
H -6.402 -5.335 -1.788
H -2.231 -7.397 -1.755
H -5.427 2.568 -5.054
H -3.883 -6.173 1.257
H 6.281 3.628 3.212
H -5.537 -5.553 1.574
H 6.227 5.323 3.546